[1]
ORCA calculation (ωB97M-V/def2-TZVPD) on a 2-piece molecular cluster, C2H5N3O2 overall at a distorted geometry.

E: -10716.145 eV
HOMO energy: -8.1 eV
E_LUMO: 0.8 eV
ΔE to the lowest compared entry with this formula, charge and spin: 130.6 kcal/mol
HOMO-LUMO gap: 8.855 eV
SMILES: [H]/N=N/N.O=C=CO

Element x y z (Å)
H -0.169 1.769 -1.144
N -1.000 1.366 -0.855
N -0.760 0.353 -0.072
N -1.771 -0.217 0.472
H -1.640 -0.968 1.112
H -2.741 0.351 0.334
O 1.194 1.421 1.634
C 1.731 0.677 0.901
C 2.252 -0.278 0.138
O 1.523 -0.979 -0.749
H 3.321 -0.369 0.061
H 0.770 -0.485 -0.927

---

[2]
ORCA calculation (ωB97M-V/def2-TZVPD) on a 2-piece molecular cluster, C2H5N3O2 overall at a distorted geometry.

E: -10714.621 eV
HOMO energy (alpha / beta): -8.2 / -8.2 eV
E_LUMO (alpha / beta): -1.3 / -1.3 eV
ΔE to the lowest compared entry with this formula, charge and spin: 165.8 kcal/mol
HOMO-LUMO gap (alpha / beta): 6.877 / 6.878 eV
SMILES: NC(=O)N=O.C=N

Element x y z (Å)
N 2.254 -0.828 0.016
C 0.943 -0.616 -0.216
O 0.196 -1.492 -0.608
N 0.610 0.798 -0.491
O 0.382 1.622 0.394
H 2.622 -1.759 -0.085
H 2.883 -0.078 0.237
C -2.005 0.839 0.043
N -2.143 -0.358 0.417
H -1.270 1.592 0.428
H -2.872 1.436 -0.220
H -1.600 -1.155 0.086

---

[3]
ORCA calculation (ωB97M-V/def2-TZVPD) on one molecule with the formula C2H5N3O2S at a distorted geometry.

E: -21549.969 eV
HOMO energy: -8.7 eV
E_LUMO: 0.5 eV
ΔE to the lowest compared entry with this formula, charge and spin: 137.1 kcal/mol
HOMO-LUMO gap: 9.192 eV
SMILES: ONC1=NSCON1

Element x y z (Å)
O -1.409 -2.441 -0.103
N -0.058 -2.048 -0.089
C -0.107 -0.631 0.030
N -1.318 -0.090 0.167
S -1.283 1.774 0.100
C 0.492 1.972 0.381
O 1.251 1.125 -0.395
N 1.151 -0.100 0.048
H -1.951 -1.683 0.049
H 0.045 -2.103 -1.297
H 0.729 3.027 0.046
H 0.717 1.947 1.461
H 1.741 -0.748 -0.398

---

[4]
ORCA calculation (ωB97M-V/def2-TZVPD) on a 2-piece molecular cluster, C2H5N3O2S2 overall at a distorted geometry.

E: -32388.389 eV
HOMO energy: -9.7 eV
E_LUMO: 0.5 eV
ΔE to the lowest compared entry with this formula, charge and spin: 47.5 kcal/mol
HOMO-LUMO gap: 10.210 eV

Element x y z (Å)
C 1.710 0.512 -1.281
C 0.837 0.481 -2.299
N 0.228 2.108 -0.699
N 1.288 1.476 -0.411
N -0.874 0.300 1.815
O -0.714 -1.263 -0.287
O -0.902 -2.169 1.999
S -0.474 1.502 -2.058
S -0.129 -1.058 1.028
H 2.473 -0.239 -1.129
H 0.859 -0.257 -3.104
H -0.512 -2.923 2.411
H -1.784 0.074 2.169
H -0.889 1.304 1.561